C2H3O2P | the ωB97M-V functional and the def2-TZVPD basis

Geometry as XYZ:
```
8
Properties=species:S:1:pos:R:3:mulliken_charge:R:1
O 0.51 -3.77 -1.96 -0.377
O -1.44 0.29 0.22 -0.325
H -0.30 2.93 1.26 0.251
C -0.72 1.06 0.69 0.768
P 0.92 -2.45 -1.48 0.315
H -0.17 -1.75 -0.92 0.057
C 0.09 1.93 1.17 -0.960
H 1.12 1.76 1.04 0.272
```

**Total charge**: 0
**Orbital gap**: 8.7 eV
**HOMO**: -9.67 eV
**Structure (SMILES)**: C=C=O.O=P
**Energy above the lowest of the compared OMol25 structures with the same formula, charge and spin**: 183.2 kJ/mol

---

C3H6MgNiO4S | the ωB97M-V functional and the def2-TZVPD basis

Geometry as XYZ:
```
16
Properties=species:S:1:pos:R:3:lowdin_spin:R:1
O 1.08 -0.18 -0.41 0.008
C 1.12 -0.21 1.10 0.089
C -1.13 -1.10 -1.04 0.009
Mg 0.61 1.69 -0.83 0.004
H 1.65 -1.14 1.35 0.013
C 0.38 -1.29 -0.97 0.004
H 1.83 0.61 1.31 0.007
S -0.92 3.03 0.89 0.002
O 0.69 3.03 0.53 0.004
O -1.76 -0.25 -0.15 0.091
H 0.64 -2.19 -0.40 0.001
H -1.32 -0.67 -2.05 0.001
H -1.56 -2.12 -0.96 0.001
Ni -0.92 0.16 1.49 1.662
O -1.16 2.02 2.14 0.103
H 0.78 -1.38 -1.99 0.000
```

**Total charge**: 0
**Orbital gap (spin up / spin down)**: 4.9 / 4.9 eV
**HOMO (spin up / spin down)**: -6.71 / -6.72 eV
**Spin multiplicity**: 3

---

C16H35FN2O6 | the ωB97M-V functional and the def2-TZVPD basis

Geometry as XYZ:
```
60
Properties=species:S:1:pos:R:3:mulliken_charge:R:1
F 4.65 -1.01 -2.23 -0.208
H 3.63 -0.63 0.20 0.259
H -7.50 2.59 -1.08 0.240
C -4.28 -1.80 -0.44 -1.116
H -0.11 2.43 1.44 0.465
C 0.14 1.36 1.38 -0.629
C 7.41 -2.01 -3.17 -0.457
C -3.14 -0.95 0.12 -0.235
H -7.87 -0.05 1.79 0.391
H 4.25 -2.02 -4.01 0.310
O 4.73 -0.06 1.87 -0.458
C 3.71 -0.48 2.77 -0.569
H -3.30 -0.67 1.17 0.342
H 8.08 -2.03 -2.32 0.299
H 2.94 -1.08 2.27 0.271
O -2.83 0.20 -0.65 -0.421
H -2.24 -1.56 0.11 0.409
H -3.93 1.39 0.67 0.308
H 1.56 0.05 0.52 0.149
H -4.49 1.39 -1.03 0.259
H 5.88 -3.04 -1.99 0.321
C 0.46 1.76 3.70 -0.759
H 4.18 -1.10 3.54 0.305
H -6.39 -1.90 1.37 0.383
H -0.38 2.45 3.70 0.336
H 2.60 1.80 1.94 0.121
C 1.34 1.13 0.49 -0.142
C 5.04 -1.59 -3.41 0.097
O 5.79 -0.66 -4.09 -0.383
H -8.71 1.30 -1.01 0.344
H 1.40 2.32 3.62 0.325
C 4.31 0.16 0.54 -0.121
H -4.03 -2.03 -1.47 0.381
H 4.49 2.28 0.64 0.335
H -5.60 -0.36 -0.98 0.100
H -8.18 -0.60 0.14 0.404
O -7.15 1.21 0.37 -0.343
C 3.75 1.56 0.29 -0.849
H 5.21 0.07 -0.07 0.238
H -7.10 0.97 -1.70 0.306
H 3.26 0.37 3.27 0.186
C 6.05 -2.70 -3.01 -0.621
H -4.31 -2.75 0.11 0.457
N 2.49 1.92 0.94 -0.371
C -6.17 -0.95 0.88 -0.178
H 6.03 -3.55 -3.69 0.302
O 0.33 0.80 2.67 -0.352
O 7.42 0.40 -2.95 -0.425
H 1.09 1.40 -0.53 0.380
H -0.72 0.85 0.93 0.171
C -7.44 -0.12 0.79 -0.800
C -7.64 1.52 -0.92 -0.722
C -3.62 1.35 -0.38 -0.683
H -3.01 2.23 -0.59 0.328
N -5.62 -1.22 -0.45 -0.307
H -5.46 -0.39 1.50 0.162
H 7.93 -2.30 -4.07 0.266
C 6.97 -0.55 -3.34 0.489
H 3.64 1.71 -0.79 0.461
H 0.46 1.22 4.65 0.247
```

**Total charge**: 0
**Orbital gap**: 9.2 eV
**HOMO**: -8.41 eV
**Structure (SMILES)**: O=C1CC[C@@H](F)O1.COCCNCCOC.COCCNCCOC
**Energy above the lowest of the compared OMol25 structures with the same formula, charge and spin**: 30.8 kJ/mol

---

C29H33Cl36N2O2 | the ωB97M-V functional and the def2-TZVPD basis

Geometry as XYZ:
```
102
Properties=species:S:1:pos:R:3:mulliken_charge:R:1
H -2.50 -3.66 -2.44 -0.103
C 0.71 1.62 3.07 0.368
H 0.97 -0.25 -4.10 -0.082
H -3.74 -0.31 3.49 0.272
H 2.06 3.65 6.00 0.151
C 1.55 -1.52 -0.63 0.172
C 3.06 0.68 0.24 -0.357
H 0.23 1.93 4.10 0.149
H -7.24 4.41 6.30 0.309
H 3.08 -2.18 -7.25 0.364
Cl -5.97 -5.70 -1.30 -0.118
C -2.84 -2.03 -0.83 0.181
C -7.01 -6.38 -2.57 0.000
O 0.04 -2.52 -2.53 -0.403
Cl -1.38 5.97 2.12 -0.122
C -2.18 1.75 -2.89 -0.760
H -0.46 2.72 -5.68 0.278
Cl 6.62 -0.79 -0.13 -0.134
H -2.83 -3.68 -6.65 0.399
Cl -6.17 3.01 7.87 -0.125
C 2.12 2.89 6.77 0.181
H -6.56 -7.31 -2.92 0.313
Cl -3.97 -2.40 4.55 -0.107
C -0.04 -0.01 -3.51 0.189
H -3.39 -1.88 1.38 0.265
C -2.77 -3.74 -5.56 -0.227
Cl 3.79 2.51 -4.28 -0.057
Cl -4.40 -4.01 -4.92 -0.044
C 6.60 -1.03 -1.89 0.381
C -2.78 0.53 -1.97 -0.682
C 1.29 -1.15 0.89 0.110
C 2.63 -1.24 -6.91 -0.149
Cl -0.64 -6.34 5.41 -0.117
Cl 10.60 -1.32 -3.15 -0.074
C 0.62 -2.79 -1.21 -0.010
Cl -2.41 -7.30 3.31 -0.112
C -2.61 8.52 4.99 0.852
H -0.82 3.92 3.15 -0.935
H 1.93 -0.21 3.70 0.288
H -2.01 -4.24 -0.62 0.230
C 0.02 2.57 -4.62 -0.627
H 11.49 -3.43 -2.59 0.289
Cl -1.05 -4.74 3.02 -0.044
Cl 13.38 -2.18 -3.24 -0.116
Cl -8.62 -6.73 -1.93 -0.117
C 3.63 4.21 -3.80 -0.235
Cl -4.22 8.17 5.62 -0.091
Cl -1.51 -1.02 3.80 -0.056
C -1.80 -5.87 4.16 0.100
H 0.53 -1.76 1.55 0.065
Cl -2.12 -2.20 -4.96 0.018
H 4.61 4.58 -3.50 0.409
Cl -2.89 4.50 4.14 -0.094
Cl 2.50 3.67 8.31 -0.112
C -2.06 -0.96 -1.80 0.534
Cl -1.57 9.20 6.25 -0.132
Cl 3.67 -0.57 -5.64 -0.075
H 1.41 -3.68 -1.35 0.394
Cl 7.51 -2.48 -2.33 -0.091
Cl 3.38 1.73 6.33 -0.130
Cl 1.02 -1.60 -6.27 -0.001
Cl -3.31 0.17 5.76 -0.104
C -2.40 -1.73 0.72 0.059
Cl 3.06 5.19 -5.16 -0.090
Cl -4.96 4.60 5.74 -0.034
H -0.13 -3.16 -0.40 -0.195
C -1.27 4.86 3.50 1.351
Cl 2.53 -0.13 -8.28 -0.117
C -3.20 -0.82 4.29 -0.025
C -2.73 -3.60 -1.29 -0.052
Cl 2.53 4.36 -2.42 -0.077
H 3.78 0.54 -1.78 0.158
H 3.72 1.64 0.46 0.374
C -6.32 4.47 6.88 -0.028
H -2.16 7.59 4.64 -0.506
H -2.64 -5.37 4.64 0.171
C 2.09 0.71 2.95 -0.749
H -3.81 -4.08 -1.13 -0.256
H -1.51 -2.39 1.11 -0.679
H 0.05 3.58 -3.99 0.275
C -0.65 -1.22 -2.60 0.125
Cl -7.11 -5.26 -3.95 -0.126
C -0.75 1.46 -3.68 0.356
H -2.68 2.80 -3.02 0.288
Cl -0.24 5.53 4.77 -0.137
Cl 0.54 2.08 6.87 -0.078
N 3.10 0.08 -1.09 0.527
C 11.69 -2.70 -3.38 0.020
C 2.15 0.12 1.43 0.323
H -2.18 -0.56 0.78 0.236
H 5.56 -1.18 -2.20 -0.033
Cl 11.40 -3.47 -4.94 -0.115
Cl -6.40 5.91 7.90 -0.116
Cl -1.70 -5.08 -5.12 -0.127
H -4.00 -1.75 -0.90 0.525
N 2.44 -0.96 -1.64 -0.517
H 1.15 2.21 -4.70 -0.054
Cl -2.71 9.63 3.61 -0.128
H -3.82 0.76 -1.42 0.243
H 3.05 1.26 3.32 0.379
O 0.12 1.98 1.91 -0.573
Cl 7.24 0.39 -2.73 -0.115
```

**Total charge**: +1
**Orbital gap**: 5.3 eV
**HOMO**: -10.25 eV

---

C6H12O | the ωB97M-V functional and the def2-TZVPD basis

Geometry as XYZ:
```
19
Properties=species:S:1:pos:R:3:mulliken_charge:R:1
C 1.34 -0.16 0.40 0.538
H 2.57 1.29 -0.66 0.424
H 2.18 -0.49 1.03 0.230
H -2.48 0.64 -1.24 0.258
H 1.06 1.84 1.22 0.420
H -3.33 0.69 0.41 0.273
O 0.62 -1.37 0.17 -0.406
C -0.60 -1.29 -0.54 -0.394
H 2.52 -0.33 -1.41 0.332
C -2.56 0.25 -0.22 -0.570
H -0.48 -0.78 -1.51 0.263
H -1.76 -0.99 1.29 0.298
C -1.72 -0.67 0.24 -0.259
H -0.86 -2.34 -0.76 0.265
H 0.32 0.55 2.19 0.306
H -0.42 1.08 0.68 0.264
C 1.92 0.43 -0.89 -1.346
C 0.53 0.88 1.17 -1.196
H 1.13 0.78 -1.56 0.298
```

**Total charge**: 0
**Orbital gap**: 10.7 eV
**HOMO**: -9.62 eV
**Structure (SMILES)**: C=CCOC(C)C
**Energy above the lowest of the compared OMol25 structures with the same formula, charge and spin**: 145.3 kJ/mol

---

H10O5 | the ωB97M-V functional and the def2-TZVPD basis

Geometry as XYZ:
```
15
Properties=species:S:1:pos:R:3:mulliken_charge:R:1
O 1.72 -1.67 0.27 -0.767
O -0.61 2.27 0.62 -0.771
H -2.86 0.31 -0.39 0.326
H 1.75 1.04 1.84 0.330
H 0.19 1.73 0.74 0.451
H -1.21 -2.61 -0.74 0.315
H 2.43 -1.87 -0.35 0.334
O 1.78 1.00 0.89 -0.775
H 1.76 0.03 0.65 0.437
H -0.34 2.97 0.03 0.323
H 0.88 -1.75 -0.26 0.440
H -1.57 1.14 -0.28 0.425
H -1.22 -1.14 -1.04 0.417
O -2.03 0.47 -0.83 -0.750
O -0.66 -1.94 -1.14 -0.734
```

**Total charge**: 0
**Orbital gap**: 12.3 eV
**HOMO**: -11.52 eV
**Structure (SMILES)**: O.O.O.O.O
**Energy above the lowest of the compared OMol25 structures with the same formula, charge and spin**: 5.6 kJ/mol

---

C17H7AuBrN3O12 | the ωB97M-V functional and the def2-TZVPD basis

Geometry as XYZ:
```
41
Properties=species:S:1:pos:R:3:lowdin_spin:R:1
O 1.50 -6.05 -1.18 0.041
C -0.45 2.92 -1.88 0.000
O -1.06 -4.94 -0.30 0.121
C -2.40 2.79 -3.90 0.000
C -1.05 4.08 -2.36 0.000
H -0.76 5.04 -1.94 0.000
H -2.77 1.53 -0.20 0.001
H -4.43 2.46 1.39 0.001
N -2.22 0.33 -3.88 0.000
H -4.89 2.77 3.68 0.000
H -0.28 0.79 -2.18 0.000
H -3.17 2.74 -4.65 0.000
C -2.62 1.47 0.87 0.007
O -3.12 0.30 -4.69 0.000
C -3.29 1.88 3.13 -0.003
Au 0.21 0.02 -0.04 0.597
Br 0.34 -0.10 3.02 0.002
O 0.84 4.15 -0.34 0.015
O -4.11 2.34 4.06 -0.002
C -2.11 1.24 3.54 0.004
C -1.79 1.64 -3.42 0.000
C -0.07 -4.30 -0.52 0.030
O -0.65 -1.99 0.00 0.262
H -1.89 1.15 4.59 0.001
C 0.51 3.04 -0.70 0.007
N -2.57 5.23 -3.91 0.000
C -1.99 4.01 -3.38 0.000
O 1.88 -1.32 -0.96 0.286
C -0.79 1.71 -2.46 0.000
C -1.26 0.77 2.56 0.006
C 1.49 -2.49 -0.89 0.125
C 1.26 -4.89 -1.00 0.011
O 3.41 -3.87 -1.45 0.099
O -1.67 -0.63 -3.40 0.000
C -3.54 1.99 1.75 0.004
C 2.25 -3.73 -1.19 0.024
N -1.50 0.87 1.26 0.114
O -2.26 6.27 -3.39 0.000
O 0.90 1.98 -0.10 0.096
C 0.15 -2.84 -0.44 0.150
O -3.33 5.11 -4.85 0.000
```

**Total charge**: 0
**Orbital gap (spin up / spin down)**: 8.0 / 6.5 eV
**HOMO (spin up / spin down)**: -9.44 / -9.70 eV
**Spin multiplicity**: 3

---

C18H57N14O11 | the ωB97M-V functional and the def2-TZVPD basis

Geometry as XYZ:
```
100
Properties=species:S:1:pos:R:3:mulliken_charge:R:1
C -2.12 2.40 4.67 0.536
H -2.96 -3.93 -0.59 0.397
H -2.37 -1.14 -3.26 0.512
C 4.81 1.02 -0.33 0.300
N -4.81 2.99 2.14 -0.352
O 5.73 1.23 -1.17 -0.781
N 1.92 1.93 2.44 0.236
H 3.00 -0.10 -0.22 0.040
H 1.32 5.50 -2.23 0.357
C -2.60 -3.12 -1.22 -0.492
N -1.35 2.28 3.56 -0.028
N -4.47 2.37 -0.06 -0.237
H -3.87 1.61 5.34 0.196
C 0.78 5.19 -1.33 -0.422
C 0.35 0.37 -2.14 -1.903
H 2.88 -4.65 -0.92 0.217
H -0.41 1.96 -0.13 0.106
H 1.82 1.33 1.63 -0.492
H -0.23 -1.37 1.10 -0.720
O 1.34 -0.35 0.06 0.573
O -4.02 -3.22 -3.10 -0.613
C -3.17 -1.05 -2.53 -0.781
H -3.97 -0.48 -3.00 0.303
C -4.49 2.41 -3.87 0.752
H -4.47 2.97 3.09 0.295
O 0.64 6.30 -0.44 -0.521
H 0.71 1.41 -2.08 0.284
N 4.40 1.84 0.62 -0.174
H -0.44 2.69 3.58 0.086
O -1.66 2.77 5.75 -0.693
H -1.72 1.92 2.70 0.065
H 1.04 -0.27 -2.69 0.359
O -0.34 -3.45 3.50 -0.741
H -0.26 -1.00 -0.85 -0.456
C 0.20 -0.01 -0.66 1.703
H 4.55 -5.26 0.44 0.365
C 5.32 -4.49 0.44 -1.594
H 0.94 -0.05 2.79 0.231
H 5.99 -4.72 -0.40 0.376
H 5.94 -4.78 1.30 0.391
H -4.65 2.70 -5.91 0.153
H -3.34 1.22 3.73 0.240
O 2.60 1.84 4.65 -0.708
H -2.10 -2.38 -0.60 -0.088
H 1.36 -0.49 4.44 0.202
H -4.50 -2.10 -1.34 0.334
H 5.03 -2.58 2.63 0.432
H -5.50 3.67 1.88 0.138
C 1.14 -4.69 -2.04 0.377
H 1.24 -4.33 1.64 0.234
N 2.37 -5.09 -1.67 -0.344
N -3.37 1.87 4.50 -0.403
H 4.25 -0.66 -1.26 0.208
C 4.29 -2.60 1.82 -1.234
H -0.58 0.39 -2.71 0.041
H 5.74 -2.39 0.19 0.228
N 1.46 0.11 3.64 -0.190
O -5.09 2.04 -2.86 -0.619
C -0.17 -2.98 2.39 0.351
H 2.36 2.84 2.42 0.166
H -0.96 0.76 1.14 -0.820
H -1.18 -1.18 2.52 0.077
C 2.02 1.35 3.69 0.190
H 3.43 -3.20 2.09 0.227
N -5.14 2.57 -5.05 -0.515
O 0.41 -5.43 -2.72 -0.740
H 2.62 -6.06 -1.73 0.248
H -3.02 -0.40 -1.67 -0.301
H -3.36 -3.08 -3.78 0.352
N -0.62 -1.78 1.95 0.105
H 0.56 7.09 -0.98 0.294
C 4.89 -3.01 0.49 0.893
H -6.14 2.45 -5.00 0.226
N 0.82 -3.43 -1.71 -0.096
C -3.67 -2.41 -1.99 0.197
H 1.64 3.25 -1.18 0.074
H 4.02 -1.54 1.79 0.268
H -2.55 2.45 -3.21 0.234
H 3.52 1.60 1.05 0.227
H -4.01 1.68 -0.62 0.061
H 2.42 4.41 -0.06 0.450
O -3.51 1.20 1.58 -0.744
H -1.85 -3.67 -1.80 0.093
C -4.24 2.16 1.24 0.731
N 3.98 -0.02 -0.53 0.194
H 3.40 -2.04 -0.11 0.102
H -4.97 3.17 -0.39 0.121
N 0.63 -3.56 1.44 -0.027
H -0.17 4.84 -1.75 0.204
H 0.04 -3.08 -2.25 0.108
C 1.49 4.12 -0.54 -0.452
H -1.67 0.77 -0.47 -0.751
H -3.02 3.10 -4.85 0.158
H 0.79 3.84 0.25 0.032
H 0.58 -3.20 0.50 0.098
H 4.95 2.67 0.80 0.226
H 1.43 -2.74 -1.31 -0.042
N -3.18 2.80 -3.90 -0.345
O 3.87 -2.80 -0.50 -0.507
C -0.74 0.94 0.09 0.952
```

**Total charge**: -1
**Orbital gap**: 7.2 eV
**HOMO**: -5.57 eV

---

Calculated E_tot, -569.76312; -2525.36211; -1291.33854; -17950.82098; -311.00391; -382.22203; -4428.61062; -2314.55269 a.u. (same order as the records).
Calculated F_max, 0.0358; 0.0428; 0.1223; 0.1597; 0.0060; 0.0108; 0.0320; 0.0808 Eh/bohr (same order as the records).